{"formula": "CeFHO2P", "method": "wB97M-V/def2-TZVPD", "spin_multiplicity": 3, "relative_energy_kcal_mol": 0.0, "s_squared": 2.0075, "charge": 1, "elements": ["Ce", "P", "F", "O", "O", "H"], "coordinates": [[-1.91426, 0.44150, 0.01164], [1.85984, 0.89334, -0.05186], [-3.93564, 0.09464, -0.25216], [0.32539, 0.51949, 0.36266], [2.28493, -0.73234, -0.13572], [1.37973, -1.21662, 0.06543]], "atomic_forces_ev_per_a": [[1.016, 0.108, 0.167], [-0.277, -2.238, 0.159], [1.033, 0.128, 0.092], [-2.421, 0.800, -0.246], [-2.302, 0.036, 0.354], [2.951, 1.166, -0.526]], "mulliken_charge": [1.941, 0.292, -0.497, -0.619, -0.447, 0.331]}